Computed, not measured: the molecule C2H2FN3O, with ωB97M-V/def2-TZVPD.

Geometry (Å):
1 C 0.044 -0.976 0.003
2 C 1.090 -0.093 0.010
3 H -2.769 0.392 -0.007
4 H -0.057 -2.063 0.011
5 N -1.001 -0.126 -0.004
6 N 0.661 1.170 0.003
7 N -0.651 1.138 -0.001
8 O -2.311 -0.475 -0.001
9 F 2.383 -0.376 -0.007

Summary:
highest occupied orbital energy: -10.013 eV
gap between HOMO and LUMO: 0.39478 Ha
lowest unoccupied orbital energy: 0.729 eV